No. 1
Below is a structure of composition C24H31MnN2OS4 in a non-equilibrium geometry, with properties calculated with the ωB97M-V functional and the def2-TZVPD basis.

Last column: Mulliken spin population.
CARTESIAN COORDINATES (ANGSTROEM)
Mn  0.921  0.481  0.409  3.941
C  -1.122  -0.811  3.251  -0.019
C  -1.187  -2.052  2.363  0.006
S  -0.287  -1.991  0.785  0.013
C  1.013  -3.234  1.020  -0.003
C  2.421  -2.735  0.709  0.001
S  2.906  -1.151  1.403  0.018
C  2.882  -1.389  3.190  0.001
C  1.525  -1.424  3.890  0.004
S  0.485  -0.022  3.427  0.024
H  -1.722  -0.015  2.814  0.013
H  -1.544  -1.055  4.228  0.000
H  -0.845  -2.945  2.885  -0.001
H  -2.235  -2.226  2.115  0.001
H  0.945  -3.617  2.036  -0.001
H  0.790  -4.064  0.348  0.000
H  3.148  -3.496  1.001  0.000
H  2.532  -2.574  -0.366  0.000
H  3.451  -2.293  3.415  0.001
H  3.466  -0.546  3.563  -0.002
H  0.996  -2.345  3.666  -0.004
H  1.695  -1.404  4.967  0.001
C  -3.640  3.095  -0.200  0.006
C  -3.309  2.198  1.001  -0.008
C  -4.311  1.037  1.073  0.003
C  -3.365  3.019  2.294  0.007
C  -1.952  1.653  0.823  0.010
C  -0.840  1.203  0.670  -0.216
H  -4.644  3.510  -0.087  0.001
H  -3.599  2.525  -1.130  -0.001
H  -2.927  3.916  -0.273  -0.002
H  -5.331  1.426  1.108  0.001
H  -4.146  0.435  1.970  -0.001
H  -4.217  0.387  0.202  -0.001
H  -4.363  3.445  2.422  0.001
H  -2.640  3.832  2.266  -0.002
H  -3.144  2.395  3.162  0.000
C  -1.630  -2.423  -3.816  0.015
C  -2.110  -1.641  -2.776  -0.010
C  -1.253  -0.845  -2.028  0.015
C  0.117  -0.824  -2.292  0.005
C  0.593  -1.609  -3.348  0.011
C  -0.268  -2.395  -4.098  -0.007
N  1.000  -0.062  -1.498  0.089
C  2.021  0.625  -2.201  -0.017
C  3.333  0.641  -1.736  0.022
C  4.315  1.395  -2.374  -0.002
C  4.011  2.124  -3.509  0.001
C  2.706  2.100  -3.997  -0.002
C  1.726  1.370  -3.351  -0.004
H  -2.303  -3.035  -4.404  0.001
H  -3.169  -1.636  -2.548  -0.001
H  -1.637  -0.219  -1.234  0.004
H  1.652  -1.599  -3.577  0.001
H  0.130  -2.994  -4.908  -0.001
H  3.599  0.055  -0.866  -0.007
H  5.324  1.393  -1.980  0.000
H  4.775  2.703  -4.012  0.001
H  2.448  2.671  -4.881  0.000
H  0.708  1.373  -3.722  0.000
O  1.723  4.471  0.787  0.061
S  2.502  3.260  0.940  0.061
N  1.880  1.935  1.007  -0.031

Forces on atoms 1 to 3 (eV/Å):
Mn -0.5 -0.9 -0.1
C 0.0 0.0 0.0
C 0.0 0.0 0.0

Results
Spin multiplicity: 5
Highest occupied orbital energy (spin up / spin down) (eV): -7.0 / -7.2
Charge: 0
F_max (Eh/bohr): 0.02008

***

No. 2
Below is a cluster of 2 separate species, C5H14 in total, with properties calculated with the ωB97M-V functional and the def2-TZVPD basis.

Last column: natural (NBO) charge in e.
CARTESIAN COORDINATES (ANGSTROEM)
C  -0.033  0.236  2.741  -0.601
C  -0.438  -0.125  1.308  -0.396
C  -1.675  0.644  0.863  -0.609
H  0.838  -0.365  3.035  0.205
H  -0.833  0.043  3.451  0.201
H  0.314  1.266  2.769  0.201
H  0.409  0.135  0.666  0.194
H  -0.624  -1.196  1.247  0.195
H  -1.680  1.658  1.265  0.201
H  -1.756  0.731  -0.225  0.207
H  -2.580  0.149  1.224  0.203
C  0.559  0.095  -2.713  -0.605
C  1.532  -0.868  -2.055  -0.607
H  1.072  0.735  -3.435  0.202
H  -0.223  -0.440  -3.245  0.202
H  0.069  0.770  -2.008  0.200
H  1.071  -1.414  -1.235  0.204
H  2.390  -0.334  -1.623  0.201
H  1.926  -1.580  -2.786  0.204

Forces on atoms 1 to 3 (eV/Å):
C 0.6 -0.5 -0.4
C 0.1 0.5 0.3
C -0.2 0.0 -0.1

Results
Highest occupied orbital energy (eV): -11.5
Charge: 0
Structure (SMILES): CCC.CC
F_max (Eh/bohr): 0.01751

***

No. 3
Below is a structure of composition C3H10N2 in a non-equilibrium geometry, with properties calculated with the ωB97M-V functional and the def2-TZVPD basis.

Last column: natural (NBO) charge in e.
CARTESIAN COORDINATES (ANGSTROEM)
N  1.880  0.289  1.257  -0.837
C  0.832  0.571  0.288  -0.216
C  -0.525  -0.049  0.695  -0.453
C  -1.363  -0.157  -0.586  0.039
N  -0.893  -1.046  -1.393  -0.637
H  1.947  -0.718  1.341  0.350
H  2.792  0.647  1.008  0.362
H  0.685  1.647  0.170  0.184
H  1.015  0.156  -0.704  0.182
H  -0.972  0.526  1.513  0.212
H  -0.338  -1.068  1.041  0.226
H  -2.443  -0.065  -0.437  0.189
H  -0.950  1.057  -1.234  0.015
H  -1.178  1.791  -1.489  0.051
H  -1.430  -1.096  -2.259  0.331

Forces on atoms 1 to 3 (eV/Å):
N -0.4 -0.2 0.3
C -0.3 0.1 -0.1
C 0.7 0.9 -0.2

Results
Highest occupied orbital energy (eV): -9.0
Charge: 0
F_max (Eh/bohr): 0.10794

***

Listing ΔE to the lowest compared entry with this formula, charge and spin for the structures above in their given order: 0.0000 0.0594 3.3291 eV.
Listing energy for the structures above in their given order: -3861.5367 -198.8870 -229.6869 hartree.